Density functional theory data (ωB97M-V/def2-TZVPD) for a molecular structure, C46H116As4F30N8O11S2 at a distorted geometry.

Last column: Mulliken charge in e.
Atoms and positions in Å:
1 C -0.99474 -0.45499 -2.57630  -0.36
2 F -0.55566 -1.03875 -3.62177  -0.10
3 F -1.23328 0.83341 -2.76374  0.17
4 F -2.11917 -1.08137 -2.10858  -0.17
5 S 0.37191 -0.70963 -1.21558  0.19
6 O 0.73109 -2.13607 -1.29565  -0.05
7 O 1.43665 0.13123 -1.68042  -0.40
8 N -0.43983 -0.05998 0.20941  -0.79
9 S -0.63867 -1.33402 1.04948  -0.26
10 O -1.59762 -2.35997 0.70028  0.16
11 O 0.60403 -1.86641 1.59165  0.37
12 C -1.38369 -0.48695 2.55425  -0.83
13 F -0.47122 0.37488 3.07373  0.07
14 F -2.53529 0.14287 2.23740  0.16
15 F -1.68566 -1.34942 3.54602  -0.08
16 C -4.53722 0.55623 -3.57724  -0.52
17 C -5.32957 -0.72521 -3.19470  -0.63
18 N -6.73214 -0.41749 -2.51142  0.17
19 C -7.64919 0.44264 -3.42277  -0.98
20 C -7.36625 -1.85000 -2.32094  -0.30
21 C -8.70383 -1.94324 -1.50811  -1.24
22 C -6.46543 0.36602 -1.14242  -1.48
23 C -5.40243 -0.23457 -0.18998  0.97
24 O -5.81322 -1.59296 0.13081  -0.34
25 C -4.72605 -2.33101 0.60912  -0.09
26 H -3.56542 0.20597 -3.92512  0.17
27 H -4.45201 1.10558 -2.63967  -0.03
28 H -5.03297 1.28812 -4.21494  0.45
29 H -4.83886 -1.40055 -2.49384  0.30
30 H -5.54154 -1.10449 -4.19436  0.52
31 H -7.30147 1.47415 -3.47913  0.34
32 H -8.65332 0.34965 -3.00905  0.38
33 H -7.63411 -0.01370 -4.41254  0.37
34 H -6.57617 -2.47328 -1.90215  0.32
35 H -7.54752 -2.12889 -3.35895  0.52
36 H -8.53414 -1.52235 -0.51706  0.30
37 H -8.95646 -3.00043 -1.42673  0.42
38 H -9.52872 -1.38951 -1.95648  0.34
39 H -7.41664 0.60525 -0.66698  0.69
40 H -6.10808 1.38376 -1.29929  0.47
41 H -5.21378 0.30874 0.73595  0.08
42 H -4.41203 -0.10856 -0.62737  -0.50
43 H -3.98520 -2.41983 -0.18546  0.04
44 H -5.25468 -3.28313 0.65479  0.39
45 H -4.30870 -1.96641 1.54773  -0.33
46 C 5.39464 0.56623 -1.58608  -1.06
47 C 4.76427 -0.62576 -2.36186  -0.39
48 N 4.76236 -2.05006 -1.73634  0.74
49 C 6.19424 -2.59043 -1.72903  -1.01
50 C 4.21729 -2.01619 -0.24863  0.33
51 C 4.04513 -3.31392 0.53017  -0.90
52 C 3.84479 -2.96460 -2.67239  0.17
53 C 4.09368 -2.98314 -4.19009  -1.42
54 O 3.95905 -1.74523 -4.84380  0.14
55 C 4.50547 -1.75633 -6.12543  -0.93
56 H 4.93483 0.67363 -0.60367  0.03
57 H 5.46571 1.47049 -2.19053  0.26
58 H 6.46978 0.53921 -1.40876  0.44
59 H 5.38627 -0.76687 -3.24578  0.40
60 H 3.71002 -0.46653 -2.58838  0.16
61 H 6.50320 -2.89699 -2.72836  0.30
62 H 6.03137 -3.54176 -1.22254  0.44
63 H 6.81701 -1.85542 -1.21912  0.35
64 H 3.32524 -1.39037 -0.27492  -0.25
65 H 4.98310 -1.48149 0.31327  0.35
66 H 3.42763 -4.00675 -0.04150  0.11
67 H 3.53269 -3.09581 1.46715  -0.10
68 H 4.99638 -3.75872 0.82236  0.52
69 H 2.83831 -2.57022 -2.53245  -0.08
70 H 3.92720 -3.96097 -2.23816  0.50
71 H 3.53370 -3.76952 -4.69618  0.61
72 H 5.07174 -3.41408 -4.40410  0.51
73 H 4.20591 -0.83696 -6.62852  0.11
74 H 3.98340 -2.49936 -6.72832  0.39
75 H 5.58110 -1.87159 -6.25892  0.36
76 C 1.28807 0.45543 -6.44706  -1.13
77 C 1.17986 1.61563 -5.38376  0.11
78 N 1.81203 3.03867 -5.69027  0.27
79 C 0.96426 3.71327 -6.76880  -0.89
80 C 1.76933 3.83095 -4.35193  0.35
81 C 2.32115 5.24862 -4.37498  -1.49
82 C 3.35813 3.06700 -6.22584  -1.16
83 C 4.44217 2.45120 -5.31094  0.53
84 O 5.44725 2.11009 -6.18923  -0.41
85 C 6.64092 1.74837 -5.52690  -0.34
86 H 0.93968 -0.46736 -5.98315  0.27
87 H 2.29734 0.37132 -6.85004  0.09
88 H 0.64244 0.58604 -7.31550  0.44
89 H 1.62630 1.24366 -4.46157  -0.03
90 H 0.17153 1.89331 -5.07673  0.36
91 H 0.84483 3.05708 -7.63092  0.39
92 H 1.35947 4.69831 -7.01702  0.42
93 H -0.02657 3.85395 -6.33686  0.30
94 H 2.42071 3.25423 -3.69527  0.13
95 H 0.71541 3.75012 -4.08579  0.06
96 H 3.37551 5.30491 -4.64562  0.31
97 H 2.15838 5.82220 -3.46250  0.40
98 H 1.80641 5.83270 -5.13785  0.37
99 H 3.65523 4.09663 -6.42505  0.38
100 H 3.29518 2.41584 -7.09769  0.53
101 H 3.99733 1.55328 -4.88204  -0.26
102 H 4.71543 3.17196 -4.54027  0.39
103 H 7.40503 1.40860 -6.22604  0.31
104 H 6.39507 0.94762 -4.82943  -0.09
105 H 7.15098 2.55173 -4.99535  0.34
106 C 3.75285 1.12143 2.72226  0.44
107 C 4.48278 -0.15468 3.44299  -0.80
108 N 4.34534 -0.10792 5.01013  0.28
109 C 5.05063 -1.41043 5.57245  -1.00
110 C 5.09675 1.10211 5.62400  -0.12
111 C 5.37176 1.11366 7.13862  -1.36
112 C 2.91892 0.06260 5.56506  -0.78
113 C 2.00969 -1.08730 5.02375  0.08
114 O 2.43202 -2.40417 5.20958  -0.51
115 C 1.73243 -3.40490 4.48525  -0.36
116 H 3.65859 0.94711 1.65043  -0.27
117 H 4.23390 2.09445 2.82190  0.54
118 H 2.73850 1.14155 3.12074  -0.55
119 H 5.55794 -0.11122 3.26911  0.69
120 H 4.23326 -1.12841 3.02147  0.03
121 H 4.61224 -1.47131 6.56855  0.46
122 H 6.11882 -1.19482 5.54842  0.35
123 H 4.85274 -2.31262 4.99367  0.21
124 H 4.58260 1.98349 5.24071  0.14
125 H 6.06440 1.08889 5.12243  0.43
126 H 5.65754 0.16822 7.59967  0.33
127 H 4.53348 1.38883 7.77867  0.40
128 H 6.19962 1.77886 7.38412  0.43
129 H 2.60231 1.04372 5.21115  0.09
130 H 3.00986 0.17174 6.64576  0.70
131 H 2.04246 -0.82677 3.96584  -0.41
132 H 0.94635 -1.15521 5.25352  0.81
133 H 0.66220 -3.33400 4.67936  0.33
134 H 2.08174 -4.41453 4.70143  0.48
135 H 1.79784 -3.17403 3.42199  -0.24
136 C 1.30412 2.79514 0.52420  -0.77
137 C -0.01428 3.40494 1.06878  1.67
138 C -0.24108 4.93209 0.93704  -1.11
139 O -1.49871 5.41332 1.36434  -0.10
140 C -2.43860 5.85017 0.40682  -0.32
141 N -1.17884 2.69377 0.34330  2.91
142 H -0.94547 1.74369 0.09234  -1.00
143 H -2.00400 2.83303 0.90883  0.25
144 H -1.23832 3.09360 -0.58227  0.17
145 H 1.39504 1.71052 0.58284  0.04
146 H 2.09714 3.14133 1.18705  0.50
147 H 1.63463 3.14903 -0.45234  0.20
148 H -0.18714 3.10983 2.10373  -0.48
149 H -0.06367 5.25265 -0.08954  0.40
150 H 0.54400 5.45988 1.47851  0.53
151 H -2.04134 6.77750 -0.00593  0.35
152 H -3.43309 6.04479 0.80832  0.40
153 H -2.52763 5.18167 -0.44951  0.11
154 C -1.56179 -5.90102 -2.35515  -1.56
155 C -0.23060 -5.51518 -1.83034  0.56
156 C -0.05957 -5.42277 -0.31299  -0.19
157 O 1.25955 -5.20791 0.14650  -0.32
158 C 1.27391 -5.44027 1.54050  -0.59
159 N 0.78109 -6.53057 -2.34020  -0.10
160 H 0.53176 -7.49508 -2.17392  0.36
161 H 0.85528 -6.37655 -3.33562  0.39
162 H 1.67357 -6.27185 -1.94441  0.26
163 H -2.27102 -5.22316 -1.88019  0.24
164 H -1.83841 -6.90709 -2.03986  0.46
165 H -1.67038 -5.99999 -3.43521  0.47
166 H 0.16704 -4.58655 -2.23977  -0.22
167 H -0.60348 -6.25121 0.14083  0.80
168 H -0.70928 -4.61314 0.01939  -0.29
169 H 0.57751 -4.76156 2.03293  -0.02
170 H 2.25405 -5.25696 1.98075  0.31
171 H 0.99031 -6.45519 1.81909  0.45
172 C -2.25735 2.45852 5.67970  -1.42
173 C -3.58016 1.61750 5.86705  0.38
174 C -3.43722 0.13700 5.47624  0.42
175 O -4.62829 -0.67543 5.60418  -0.52
176 C -4.74097 -1.82915 4.78863  -0.52
177 N -3.81658 1.60541 7.34599  -0.17
178 H -4.62052 1.06181 7.62575  0.37
179 H -3.08648 1.12274 7.85005  0.37
180 H -3.79525 2.53932 7.73001  0.34
181 H -2.26349 3.45466 6.12218  0.63
182 H -1.99474 2.55765 4.62646  -0.25
183 H -1.41834 1.95240 6.15719  0.63
184 H -4.47184 2.09627 5.46238  0.03
185 H -2.66107 -0.31775 6.09178  0.53
186 H -3.04666 0.08219 4.46010  -0.89
187 H -3.85666 -2.46544 4.75354  0.24
188 H -4.93541 -1.50431 3.76648  0.08
189 H -5.56491 -2.52171 4.96058  0.46
190 As -2.80950 -5.60969 2.89117  2.08
191 F -1.57780 -4.24436 3.09659  -0.53
192 F -2.84759 -5.34603 1.08301  -0.49
193 F -3.98633 -6.94883 2.74268  -0.48
194 F -2.91651 -5.83284 4.66063  -0.50
195 F -4.13992 -4.36571 3.02808  -0.49
196 F -1.41030 -6.75617 2.76829  -0.51
197 As -5.21101 3.34112 2.36167  1.80
198 F -5.71816 5.04722 1.90027  -0.48
199 F -6.48644 3.16911 3.57538  -0.48
200 F -4.99296 1.53249 2.71333  -0.57
201 F -3.81143 3.15034 1.26688  -0.53
202 F -4.04758 3.88507 3.61134  -0.48
203 F -6.30449 2.77853 1.05141  -0.46
204 As -2.76144 4.35625 -3.56478  1.91
205 F -4.06373 3.48239 -2.81139  -0.42
206 F -2.43528 2.86408 -4.58314  -0.50
207 F -1.42330 5.31323 -4.27930  -0.48
208 F -3.11218 5.78111 -2.50087  -0.50
209 F -1.61762 3.68532 -2.32028  -0.86
210 F -3.84699 4.96778 -4.82336  -0.47
211 As 1.30128 3.98892 4.98925  2.00
212 F 1.91160 4.58908 3.42038  -0.46
213 F 0.89494 2.38903 4.31453  -0.22
214 F 0.87484 3.33957 6.63833  -0.51
215 F 1.59112 5.67518 5.69435  -0.49
216 F -0.39494 4.57525 4.70020  -0.52
217 F 2.97971 3.50442 5.32853  -0.51

orbital gap (spin up / spin down)	0.29771 / 0.11009	Eh
HOMO level (spin up / spin down)	-14.29 / -14.29	eV
total charge	+3
spin multiplicity	2
E_LUMO (spin up / spin down)	-6.192 / -11.298	eV
maximum force	6.9	eV Å⁻¹